Entry 1:
C5H7NO | ωB97M-V/def2-TZVPD

The geometry in XYZ format:
```
14
Properties=species:S:1:pos:R:3:lowdin_charge:R:1
C -0.879 -0.682 1.117 -0.088
C -0.173 0.636 1.018 -0.116
C 1.000 0.885 0.414 -0.086
C 1.771 -0.130 -0.314 -0.243
O 1.277 -1.072 -0.918 -0.004
C -2.036 0.584 -2.528 -0.086
N -1.099 -0.006 -2.140 0.040
H -1.626 -0.776 0.319 0.071
H -1.412 -0.755 2.069 0.078
H -0.192 -1.527 1.021 0.078
H -0.655 1.476 1.519 0.109
H -0.295 -0.498 -1.753 0.022
H 1.449 1.874 0.486 0.103
H 2.870 -0.008 -0.311 0.122
```

The value obtained for the HOMO energy is -10.57 eV. The calculation puts the energy at -324.6422 hartree. As for the HOMO-LUMO gap: 10.3087 eV.

***

Entry 2:
C18H51N12O26PS | ωB97M-V/def2-TZVPD

The geometry in XYZ format:
```
109
Properties=species:S:1:pos:R:3:lowdin_charge:R:1
C 1.808 0.410 0.747 -0.066
C 0.284 0.537 0.852 -0.385
C -0.332 -0.158 -0.358 -0.072
C -0.168 1.984 1.067 -0.336
C -0.134 2.841 -0.197 -0.051
C -1.500 2.092 1.806 -0.256
O -2.524 1.256 1.246 -0.404
P -3.605 2.074 0.321 0.580
O -4.953 2.191 1.268 -0.340
S -4.156 0.600 -1.099 0.482
H 2.090 0.704 -0.254 0.049
H 2.268 1.049 1.497 0.081
H 2.099 -0.617 0.914 0.070
H -0.040 -0.031 1.727 0.132
H -0.031 0.279 -1.306 0.084
H -1.413 -0.219 -0.327 0.024
H 0.038 -1.183 -0.366 0.076
H 0.549 2.427 1.760 0.134
H -1.065 2.785 -0.753 0.052
H 0.707 2.618 -0.845 0.078
H -0.035 3.879 0.111 0.081
H -1.789 3.138 1.845 0.081
H -1.315 1.739 2.814 0.120
H -5.441 1.351 1.283 0.039
H -4.339 -0.559 -0.432 -0.206
C -2.490 -3.217 1.036 0.059
N -3.970 -3.182 1.184 -0.414
O -4.593 -2.391 0.500 0.028
O -4.470 -3.945 1.984 0.063
H -2.199 -2.486 0.291 0.086
H -2.064 -2.980 2.006 0.109
H -2.221 -4.215 0.725 0.068
C 5.155 -0.679 -1.949 0.035
N 3.674 -0.557 -1.929 -0.428
O 3.166 0.360 -2.553 0.045
O 3.052 -1.377 -1.285 0.049
H 5.558 0.121 -2.557 0.080
H 5.506 -0.601 -0.925 0.074
H 5.395 -1.648 -2.372 0.081
C -6.586 -3.363 4.285 0.038
N -7.277 -3.753 5.545 -0.449
O -6.990 -3.145 6.558 0.051
O -8.087 -4.655 5.475 0.062
H -5.904 -2.552 4.505 0.095
H -6.053 -4.233 3.917 0.084
H -7.350 -3.052 3.579 0.104
C -0.303 -6.930 -1.172 0.051
N -1.561 -6.181 -1.448 -0.436
O -1.592 -4.997 -1.156 0.037
O -2.472 -6.802 -1.945 0.086
H 0.414 -6.248 -0.732 0.095
H -0.550 -7.737 -0.489 0.102
H 0.056 -7.320 -2.119 0.102
C -4.052 4.311 4.780 0.059
N -2.757 4.990 4.500 -0.430
O -1.896 4.356 3.923 0.058
O -2.645 6.144 4.864 0.063
H -3.999 3.299 4.396 0.093
H -4.196 4.317 5.856 0.103
H -4.831 4.879 4.281 0.105
C 8.320 -0.856 -5.276 0.038
N 7.586 -1.423 -4.120 -0.421
O 7.830 -0.984 -3.016 0.063
O 6.763 -2.291 -4.358 0.045
H 8.995 -0.092 -4.914 0.099
H 8.865 -1.662 -5.760 0.106
H 7.582 -0.435 -5.940 0.075
C -0.141 7.841 4.003 0.027
N 1.165 8.492 3.704 -0.454
O 2.010 7.833 3.132 0.061
O 1.297 9.647 4.057 0.058
H -0.114 6.823 3.635 0.079
H -0.279 7.861 5.078 0.097
H -0.914 8.416 3.503 0.101
C -5.129 0.864 -4.321 -0.013
N -5.323 1.175 -5.765 -0.455
O -6.104 2.059 -6.054 0.064
O -4.680 0.517 -6.558 0.059
H -5.760 1.522 -3.737 0.080
H -5.406 -0.175 -4.171 0.097
H -4.081 1.023 -4.090 0.073
C 8.851 0.942 1.195 0.051
N 7.634 0.786 0.354 -0.434
O 7.606 1.356 -0.716 0.076
O 6.742 0.091 0.804 0.052
H 9.550 1.581 0.670 0.095
H 8.541 1.387 2.136 0.101
H 9.266 -0.049 1.353 0.102
C 4.814 2.799 -5.432 0.059
N 6.009 2.054 -5.916 -0.429
O 6.300 2.134 -7.089 0.085
O 6.620 1.402 -5.088 0.037
H 4.376 3.326 -6.272 0.096
H 4.122 2.071 -5.018 0.098
H 5.151 3.490 -4.666 0.104
C -10.071 -1.260 6.679 0.046
N -9.644 0.166 6.696 -0.453
O -10.291 0.945 7.365 0.068
O -8.668 0.452 6.030 0.051
H -10.946 -1.369 7.307 0.094
H -10.296 -1.518 5.648 0.101
H -9.241 -1.853 7.055 0.083
C 5.646 -5.477 -5.123 0.041
N 6.844 -6.276 -5.503 -0.453
O 7.191 -6.258 -6.667 0.064
O 7.394 -6.893 -4.613 0.059
H 5.265 -4.985 -6.010 0.095
H 4.914 -6.165 -4.711 0.098
H 5.962 -4.751 -4.380 0.080
```

The value obtained for the HOMO energy is -9.63 eV. The calculation puts the energy at -4068.1944 hartree. As for the HOMO-LUMO gap: 9.2413 eV.

***

Entry 3:
CH4IN3 | ωB97M-V/def2-TZVPD

The geometry in XYZ format:
```
9
Properties=species:S:1:pos:R:3:lowdin_charge:R:1
C -0.165 0.875 0.843 -0.129
N -0.627 -1.127 -0.379 -0.375
N 1.071 -1.551 -2.500 -0.691
N -0.087 -0.546 0.628 -0.284
I -0.331 -0.346 -2.318 1.129
H 0.467 1.397 0.108 0.055
H -1.196 1.199 0.700 0.081
H 0.168 1.121 1.848 0.081
H 0.700 -1.023 1.069 0.132
```

The value obtained for the HOMO energy (spin up / spin down) is -8.58 / -7.45 eV. The calculation puts the energy at -502.1895 hartree. As for the HOMO-LUMO gap (spin up / spin down): 7.9644 / 7.4287 eV.

***

Entry 4:
C54H45MgNO4P3SSi | ωB97M-V/def2-TZVPD

The geometry in XYZ format:
```
110
Properties=species:S:1:pos:R:3:lowdin_charge:R:1
Mg 0.302 -1.993 -0.182 0.448
C -2.166 -1.215 7.194 -0.134
C -1.165 -2.091 6.956 -0.092
C -0.475 -2.042 5.711 -0.054
C -0.964 -1.255 4.654 -0.371
C -2.077 -0.463 4.937 -0.109
C -2.684 -0.391 6.193 -0.077
P -0.141 -1.056 3.047 1.080
C 1.386 -2.014 3.305 -0.372
C 2.630 -1.481 3.516 -0.095
C 3.764 -2.270 3.588 -0.059
C 3.665 -3.684 3.536 -0.067
C 2.436 -4.200 3.249 -0.097
C 1.303 -3.419 3.101 -0.112
C 0.437 0.638 3.185 -0.408
C 0.662 1.154 4.469 -0.083
C 1.048 2.484 4.619 -0.099
C 1.175 3.285 3.522 -0.080
C 1.021 2.708 2.227 -0.099
C 0.667 1.379 2.055 -0.315
Si 0.734 0.680 0.249 0.643
C -0.298 2.031 -0.655 -0.293
C 0.142 3.378 -0.826 -0.130
C -0.715 4.395 -1.229 -0.100
C -1.964 4.064 -1.683 -0.101
C -2.413 2.768 -1.618 -0.082
C -1.612 1.746 -1.086 -0.362
P -2.293 0.046 -0.729 1.083
C -3.269 0.407 0.844 -0.338
C -4.267 -0.497 1.245 -0.113
C -5.069 -0.194 2.328 -0.088
C -4.901 0.989 3.056 -0.098
C -3.861 1.815 2.703 -0.097
C -3.021 1.507 1.639 -0.083
C -3.660 -0.017 -1.986 -0.364
C -3.319 -0.870 -3.031 -0.124
C -4.163 -1.110 -4.078 -0.101
C -5.315 -0.376 -4.186 -0.091
C -5.652 0.547 -3.187 -0.098
C -4.869 0.677 -2.075 -0.120
C 2.493 0.989 -0.368 -0.310
C 3.462 1.470 0.496 -0.099
C 4.770 1.765 0.104 -0.075
C 5.096 1.475 -1.204 -0.097
C 4.175 1.020 -2.147 -0.080
C 2.915 0.755 -1.686 -0.358
P 1.648 -0.061 -2.795 1.138
C 1.076 1.249 -3.958 -0.384
C 0.411 0.885 -5.111 -0.105
C -0.030 1.851 -5.998 -0.095
C 0.175 3.185 -5.759 -0.124
C 0.781 3.574 -4.607 -0.092
C 1.218 2.599 -3.694 -0.089
C 2.666 -1.041 -4.052 -0.351
C 3.449 -0.371 -4.961 -0.139
C 4.198 -1.094 -5.830 -0.095
C 4.169 -2.484 -5.784 -0.099
C 3.477 -3.139 -4.802 -0.064
C 2.720 -2.403 -3.866 -0.051
H -2.602 -1.163 8.220 0.109
H -0.833 -2.753 7.712 0.086
H 0.435 -2.573 5.549 0.085
H -2.432 0.216 4.164 0.079
H -3.569 0.243 6.365 0.104
H 2.785 -0.438 3.671 0.092
H 4.723 -1.793 3.676 0.091
H 4.506 -4.283 3.693 0.081
H 2.405 -5.273 3.024 0.120
H 0.348 -3.896 2.849 0.097
H 0.671 0.568 5.363 0.103
H 1.295 2.893 5.614 0.108
H 1.330 4.348 3.564 0.091
H 1.133 3.355 1.321 0.088
H 1.167 3.664 -0.570 0.098
H -0.352 5.418 -1.372 0.107
H -2.596 4.862 -2.104 0.109
H -3.404 2.568 -1.917 0.065
H -4.444 -1.394 0.650 0.105
H -5.833 -0.934 2.543 0.099
H -5.505 1.280 3.876 0.089
H -3.730 2.672 3.298 0.093
H -2.202 2.131 1.352 0.093
H -2.393 -1.486 -2.979 0.111
H -3.914 -1.860 -4.812 0.104
H -6.028 -0.485 -4.992 0.097
H -6.548 1.161 -3.255 0.102
H -5.178 1.473 -1.355 0.124
H 3.202 1.617 1.522 0.079
H 5.570 2.085 0.790 0.106
H 6.132 1.549 -1.490 0.092
H 4.490 0.838 -3.142 0.075
H 0.270 -0.172 -5.328 0.112
H -0.544 1.563 -6.916 0.103
H -0.188 3.955 -6.417 0.096
H 0.850 4.633 -4.368 0.104
H 1.688 3.049 -2.814 0.096
H 3.499 0.709 -4.878 0.104
H 4.824 -0.556 -6.474 0.084
H 4.787 -3.022 -6.514 0.103
H 3.491 -4.212 -4.741 0.104
H 2.258 -2.928 -3.057 0.076
O 2.620 -4.866 -0.987 -0.329
S 1.459 -4.280 -0.390 0.246
O 0.629 -5.189 0.381 -0.362
O 1.897 -3.082 0.423 -0.434
O 0.542 -3.587 -1.411 -0.468
N -1.424 -3.051 0.903 0.007
H -2.171 -3.419 0.253 0.081
H -1.967 -2.551 1.609 -0.001
H -1.052 -3.893 1.342 0.018
```

The value obtained for the HOMO energy is -4.40 eV. The calculation puts the energy at -4352.5038 hartree. The total charge is -1. As for the HOMO-LUMO gap: 6.6872 eV.

***

Entry 5:
C9H31B2NO3Sn | ωB97M-V/def2-TZVPD

The geometry in XYZ format:
```
47
Properties=species:S:1:pos:R:3:lowdin_charge:R:1
Sn 15.462 -13.632 -11.462 1.685
B 17.579 -11.511 -10.248 -0.472
H 18.597 -11.865 -10.201 -0.066
H 17.228 -11.635 -11.261 -0.143
H 16.990 -12.140 -9.598 -0.102
H 17.574 -10.459 -10.008 -0.053
B 13.243 -15.826 -10.332 -0.455
H 13.636 -15.975 -9.339 -0.067
H 13.906 -16.227 -11.083 -0.102
H 12.308 -16.354 -10.231 -0.057
H 13.115 -14.781 -10.570 -0.130
C 16.276 -16.984 -13.287 -0.104
O 15.369 -15.923 -13.357 -0.327
C 14.143 -16.266 -13.994 -0.227
C 13.601 -15.013 -14.546 -0.210
N 13.300 -13.942 -13.547 -0.059
C 12.765 -12.689 -14.174 -0.179
C 12.703 -11.484 -13.186 -0.197
O 13.956 -11.199 -12.591 -0.295
C 14.687 -10.108 -13.161 -0.078
H 16.636 -17.283 -14.271 0.090
H 15.719 -17.811 -12.846 0.102
H 17.193 -16.716 -12.763 0.094
H 13.465 -16.698 -13.259 0.127
H 14.235 -16.942 -14.845 0.135
H 12.713 -15.269 -15.123 0.128
H 14.296 -14.619 -15.288 0.126
H 12.470 -14.337 -13.129 0.110
H 11.733 -12.828 -14.498 0.120
H 13.301 -12.418 -15.083 0.115
H 11.925 -11.769 -12.477 0.128
H 12.331 -10.689 -13.832 0.124
H 14.796 -10.367 -14.214 0.090
H 15.702 -10.026 -12.772 0.092
H 14.257 -9.118 -13.007 0.096
C 13.675 -11.450 -7.505 -0.036
C 13.325 -11.221 -8.985 -0.524
C 14.244 -10.164 -9.553 -0.029
O 13.526 -12.444 -9.516 -0.132
H 14.752 -11.603 -7.445 0.089
H 13.189 -12.334 -7.093 0.082
H 13.527 -10.577 -6.869 0.080
H 12.291 -10.949 -9.199 0.139
H 14.274 -9.211 -9.024 0.096
H 14.060 -9.979 -10.611 0.056
H 15.238 -10.608 -9.497 0.050
H 12.995 -13.080 -9.031 0.092
```

The value obtained for the HOMO energy is -8.99 eV. The calculation puts the energy at -905.6267 hartree. As for the HOMO-LUMO gap: 7.4755 eV.

***

Entry 6:
C31H22Cl5N6O5Ru | ωB97M-V/def2-TZVPD

The geometry in XYZ format:
```
70
Properties=species:S:1:pos:R:3:lowdin_spin:R:1
Ru 1.664 0.629 0.319 2.602
Cl 6.662 0.487 5.691 0.005
C 5.798 0.547 4.224 0.011
C 4.395 0.584 4.242 -0.001
Cl 3.572 0.572 5.741 0.003
C 3.685 0.641 3.056 0.014
Cl 1.968 0.750 3.089 0.091
C 4.331 0.710 1.786 0.006
O 3.721 0.854 0.682 0.090
C 5.763 0.660 1.812 0.010
Cl 6.570 0.696 0.312 0.004
C 6.476 0.576 2.997 -0.002
Cl 8.186 0.527 2.975 -0.001
C 1.617 1.342 -4.362 0.004
C 1.710 1.595 -2.877 0.020
O 1.768 0.618 -2.131 0.125
C 1.729 2.986 -2.443 0.104
C 1.791 4.039 -3.365 0.006
C 1.792 5.360 -2.979 0.148
C 1.718 5.686 -1.622 -0.017
C 1.680 4.697 -0.680 0.124
C 1.685 3.319 -1.042 0.026
O 1.636 2.452 -0.120 0.371
H 1.591 0.271 -4.546 0.000
H 2.488 1.773 -4.851 0.000
H 0.717 1.799 -4.766 0.000
H 1.846 3.812 -4.416 -0.002
H 1.842 6.140 -3.723 0.007
H 1.691 6.722 -1.321 -0.004
H 1.623 4.916 0.374 0.005
N 0.289 -4.609 0.032 0.006
C 1.607 -4.678 0.202 0.011
N 2.251 -5.848 0.183 0.010
N 2.358 -3.610 0.407 0.038
C 2.038 -2.398 0.461 0.051
N 1.905 -1.244 0.585 0.021
H -0.265 -5.434 -0.130 0.000
H -0.174 -3.704 0.071 0.000
H 1.784 -6.721 0.014 0.000
H 3.249 -5.844 0.314 0.000
O -0.770 2.662 0.233 0.020
C -1.194 1.528 0.177 0.006
N -2.486 1.164 0.088 0.008
C -2.672 -0.265 0.147 0.000
C -1.196 -0.713 0.174 0.012
O -0.812 -1.874 0.196 0.025
N -0.406 0.377 0.192 0.040
C -3.421 -0.687 1.411 0.000
C -3.123 -1.869 2.075 0.000
C -3.818 -2.225 3.219 0.000
C -4.824 -1.409 3.707 0.000
C -5.141 -0.240 3.037 0.000
C -4.447 0.118 1.895 0.000
C -3.446 -0.776 -1.063 0.000
C -3.190 -2.020 -1.623 0.000
C -3.907 -2.450 -2.726 0.000
C -4.897 -1.651 -3.271 0.000
C -5.181 -0.424 -2.695 0.000
C -4.460 0.012 -1.599 0.000
H -3.223 1.842 0.161 0.000
H -2.337 -2.510 1.707 0.000
H -3.568 -3.139 3.736 0.000
H -5.362 -1.682 4.603 0.000
H -5.928 0.402 3.405 0.000
H -4.727 1.029 1.387 0.000
H -2.420 -2.647 -1.201 0.000
H -3.689 -3.413 -3.167 0.000
H -5.451 -1.982 -4.136 0.000
H -5.966 0.199 -3.099 0.000
H -4.703 0.971 -1.167 0.000
```

The value obtained for the HOMO energy (spin up / spin down) is -10.11 / -9.99 eV. The calculation puts the energy at -4294.9301 hartree. As for the expectation value of S²: 6.053. Its spin multiplicity is 5. The total charge is +1. As for the HOMO-LUMO gap (spin up / spin down): 7.1024 / 4.1659 eV.

***

Entry 7:
C18H26IN2SSiTi | ωB97M-V/def2-TZVPD

The geometry in XYZ format:
```
50
Properties=species:S:1:pos:R:3:lowdin_spin:R:1
Ti 0.691 0.242 -1.360 1.078
C -0.064 -3.960 2.523 0.000
Si 0.348 -2.343 3.402 0.004
C -1.057 -2.050 4.648 0.001
C 1.939 -2.654 4.388 0.001
C 0.591 -0.722 2.487 0.060
C 0.874 0.434 3.274 0.241
C 1.055 1.672 2.667 0.022
C 0.976 1.773 1.300 0.195
N 0.724 0.678 0.506 0.121
C 0.521 -0.549 1.103 0.095
S 0.148 -1.811 -0.045 0.039
H -0.158 -4.772 3.252 0.000
H 0.713 -4.221 1.806 0.000
H -0.998 -3.877 1.969 0.000
H -1.195 -2.910 5.310 0.000
H -1.998 -1.871 4.122 0.000
H -0.851 -1.174 5.267 0.001
H 1.849 -3.524 5.043 0.000
H 2.188 -1.787 5.004 0.001
H 2.774 -2.825 3.705 0.000
H 0.939 0.346 4.354 0.018
H 1.267 2.554 3.257 -0.005
H 1.126 2.712 0.784 0.013
C -2.532 -0.006 -0.495 0.002
N -1.606 0.792 -1.292 0.011
C -1.688 2.187 -0.855 0.013
C -1.979 0.701 -2.709 0.004
C -0.919 1.296 -3.605 0.005
C -1.294 1.840 -4.830 -0.001
C -0.325 2.301 -5.709 0.006
C 1.010 2.219 -5.343 -0.001
C 1.363 1.705 -4.101 0.005
C 0.422 1.228 -3.177 0.004
H -3.562 0.376 -0.593 0.000
H -2.243 0.026 0.555 0.001
H -2.505 -1.042 -0.818 0.001
H -2.703 2.585 -1.010 0.001
H -0.981 2.790 -1.424 0.004
H -1.443 2.255 0.204 0.003
H -2.958 1.182 -2.879 0.001
H -2.096 -0.361 -2.952 0.001
H -2.344 1.901 -5.104 0.000
H -0.611 2.725 -6.664 0.000
H 1.781 2.562 -6.026 0.000
H 2.419 1.686 -3.849 0.000
I 3.582 1.641 -1.129 0.037
C 2.640 -0.356 -1.588 0.014
H 3.086 -0.987 -0.819 0.002
H 3.082 -0.608 -2.555 0.002
```

The value obtained for the HOMO energy (spin up / spin down) is -1.74 / -4.33 eV. The calculation puts the energy at -2645.9002 hartree. As for the expectation value of S²: 2.027. Its spin multiplicity is 3. The total charge is -1. As for the HOMO-LUMO gap (spin up / spin down): 4.4909 / 7.0661 eV.

***

Question: energy of number 4 (C54H45MgNO4P3SSi)?
Answer: -4352.5038 hartree

***

Question: Number 2 is which compound?
Answer: C18H51N12O26PS

***

Question: Which of these has the lowest energy?
Answer: C54H45MgNO4P3SSi